ORCA calculation (the ωB97M-V functional and the def2-TZVPD basis) on C5H11NO in the gas phase.

Values from the calculation:
Lowest unoccupied orbital energy in eV: 0.984
HOMO-LUMO gap in eV: 10.665
E_tot in eV: -8898.81529

ORCA input file:
```
! RIJCOSX wB97M-V def2-TZVPD def2/J DEFGRID3
* xyz 0 1
O -0.93614 -2.60174 0.53614
N 0.36695 1.76416 0.18228
C -0.11492 1.10645 -1.08853
C -0.50853 -1.25551 0.74597
C -0.44391 2.13288 1.10002
C 0.80625 -0.10766 -1.14270
C 0.83937 -0.92968 0.21675
H -1.31623 -0.64625 0.24594
H -0.53429 -2.90677 -0.36640
H 1.74610 0.35239 -1.36608
H 1.55187 -0.54638 0.96168
H -1.16854 0.83464 -1.11823
H 0.02247 1.81467 -1.94358
H -1.49918 2.07538 0.98889
H -0.55890 -1.13504 1.89963
H 1.35073 -1.94088 0.22444
H 0.53477 -0.69665 -2.08692
H -0.13787 2.68599 2.01072
*
```

ORCA calculation (the ωB97M-V functional and the def2-TZVPD basis) on C9H8BrNO3S in the gas phase.

Values from the calculation:
Lowest unoccupied orbital energy (spin up / spin down) in eV: -1.379 / -1.402
HOMO-LUMO gap (spin up / spin down) in eV: 7.889 / 8.174
E_tot in eV: -97968.30592

ORCA input file:
```
! RIJCOSX wB97M-V def2-TZVPD def2/J DEFGRID3
* xyz 0 1
Br 2.14565 -1.66029 -0.78491
S 0.38745 1.46008 -0.59364
O 1.24750 1.27626 -1.75256
O -0.05114 -1.19733 2.44941
O -0.14544 2.79116 -0.45644
N 1.40784 1.27714 0.83971
C 1.63904 -0.95323 0.87706
C -1.82876 -1.99394 0.14306
C -2.79363 -1.85815 -0.77535
C -2.07310 0.35477 -1.28167
C -2.96910 -0.67720 -1.46835
C -0.96814 0.29901 -0.46458
C -0.89081 -0.89095 0.27059
C 0.20395 -1.02436 1.27168
C 2.63233 2.04372 0.70025
H -3.51321 -2.67708 -0.70339
H 3.50459 1.58690 0.29328
H -2.33326 1.21709 -1.83900
H -1.73090 -2.84771 0.72346
H -3.74457 -0.56135 -2.26219
H 2.79162 2.31049 1.78055
H 2.34426 2.96967 0.11375
H 2.32444 -0.85164 1.66717
*
```

ORCA calculation (the ωB97M-V functional and the def2-TZVPD basis) on 2 unconnected molecules or ions with the total composition C4H5NO2.

Values from the calculation:
Lowest unoccupied orbital energy (spin up / spin down) in eV: -0.856 / -1.781
HOMO-LUMO gap (spin up / spin down) in eV: 8.622 / 6.315
E_tot in eV: -9807.08192

ORCA input file:
```
! RIJCOSX wB97M-V def2-TZVPD def2/J DEFGRID3
* xyz 0 1
O 0.60704 -1.45529 1.14534
O 0.66873 -1.04880 -2.29104
N 0.91690 -0.75599 0.02359
C 0.72674 -1.48117 -1.12962
C -1.33384 2.22234 1.62761
C -0.73775 1.82081 0.61994
C -0.21321 1.24843 -0.50604
H -0.68736 0.49328 -1.06991
H -1.89750 2.40212 2.51903
H 0.40615 -2.49325 0.93983
H 0.67731 1.59645 -0.95592
H 0.86680 -2.54893 -0.92280
*
```

ORCA calculation (the ωB97M-V functional and the def2-TZVPD basis) on a molecular structure, C26H49BiN7O7PTe.

Values from the calculation:
Lowest unoccupied orbital energy in eV: -0.161
HOMO-LUMO gap in eV: 6.803
E_tot in eV: -74941.63009

ORCA input file:
```
! RIJCOSX wB97M-V def2-TZVPD def2/J DEFGRID3
* xyz 0 1
Bi 0.33326 0.79548 -0.89564
Te -4.02646 2.46266 -2.52392
P -1.92731 1.96465 -3.42459
O 2.22940 0.53138 -2.63738
O -1.03011 1.00207 -2.59889
O -1.16151 3.31047 -3.64823
O 1.39488 1.60824 1.07782
O 3.43849 -1.24397 -3.31904
O 0.91215 3.29442 2.45425
O -1.95433 1.25422 -4.83586
N -2.61295 4.46395 0.79563
N 1.31143 -0.50355 2.73231
N -1.13325 0.54292 2.13038
N -1.00824 2.09493 0.14530
N -0.53718 -1.53687 -0.04310
N 2.50762 -1.39543 -0.12341
N -1.49894 6.61994 0.26228
C 0.54436 -1.65943 4.81469
C 3.26516 -3.59982 -1.21406
C -2.40504 -0.21801 4.27538
C 1.02841 -0.32603 4.22478
C -2.92685 1.43883 -5.88127
C -0.01668 0.82083 4.29929
C 0.93216 -2.59793 -1.66510
C 3.02158 -0.45765 -2.45891
C 3.10256 -1.50812 1.21466
C 3.49543 -0.69186 -1.00463
C 2.15078 -1.69391 2.39473
C -3.57519 0.08344 -6.13519
C 0.57586 2.36980 1.75920
C 2.30573 0.19836 4.90319
C -0.76743 -3.99212 -0.44860
C -1.37224 0.73013 3.59772
C -0.52693 -2.60629 -1.08818
C 2.11337 -2.72447 -0.67609
C -2.17414 -0.15817 1.31109
C -1.54429 -2.35410 -2.18390
C -0.86693 1.96671 1.57066
C -1.12759 7.66789 -0.10725
C -2.12336 5.49080 0.56868
C 0.22067 3.34637 -4.08831
C -1.67052 -1.55382 0.94315
C 0.91686 4.43499 -3.27590
H 0.35479 -1.65944 0.43054
H 1.72705 -3.26429 0.20037
H 3.64926 -0.55170 1.33292
H 0.04667 -2.29326 4.12033
H -4.22312 0.12733 -6.99517
H 3.89023 -2.23454 1.28090
H -0.34741 -4.07929 0.54675
H 1.05874 -1.72853 -2.30419
H -3.40644 0.02127 3.99292
H 0.36087 -0.54733 2.29833
H -1.81273 -4.22788 -0.29219
H -1.54620 2.68882 2.04242
H 3.68920 0.29285 -0.55557
H 4.42137 -1.24642 -1.06042
H -4.07923 -0.26989 -5.24005
H -1.82431 1.70758 3.74122
H -0.28089 -4.79861 -1.02912
H -2.51904 -2.11385 0.53387
H 2.00528 4.51785 -3.52470
H 2.85887 -4.58661 -1.42241
H 1.34430 -2.25096 5.30171
H 2.16643 0.11701 5.95322
H -1.34861 -2.04858 1.86837
H 1.68737 0.34068 2.28231
H 0.69461 4.24963 -2.22668
H 3.16643 -0.45122 4.62428
H -2.55183 -2.24351 -1.78030
H -2.31432 1.75507 -6.73507
H 2.48657 1.22270 4.60387
H -2.34969 -0.05909 5.35219
H 0.20716 3.61188 -5.14462
H -1.55888 -3.19452 -2.84450
H -3.69953 2.16920 -5.65966
H 0.62685 2.34040 -3.99372
H 4.07887 -3.65025 -0.46489
H -2.48430 0.39216 0.43883
H 3.65611 -3.14814 -2.12884
H -3.07298 -0.30670 1.89170
H 2.78541 -1.89636 3.25842
H -2.81705 -0.67554 -6.31339
H 0.40826 5.36592 -3.50226
H -1.33301 -1.45142 -2.78267
H -1.94037 2.37257 -0.15476
H -2.23552 -1.26942 4.12337
H 1.48523 -2.58435 2.24426
H -0.17770 -1.42032 5.56786
H 0.46561 1.75652 3.94704
H -0.20178 1.03139 5.35105
H 0.99071 -3.50071 -2.37159
*
```

Short version: F_max = 3.218 4.759 3.374 1.822 eV/A, in the order given.